This record from OMol25 describes a structure of composition C27H23F6I2KN6O10S2. The level of theory is the ωB97M-V functional and the def2-TZVPD basis.

Spin multiplicity: 1
ΔE to the lowest compared entry with this formula, charge and spin (kJ/mol): 86.4
Charge: -2
LUMO (hartree): 0.127

Each line ends with the Mulliken charge.
Atoms and positions in Å:
K1 1.13 0.04 -0.03  1.369
I1 2.33 -6.38 4.89  -0.066
C1 1.77 -4.59 3.95  -0.252
C2 2.43 -3.41 4.27  -0.520
C3 2.05 -2.24 3.64  -0.102
I2 3.01 -0.45 4.12  0.031
C4 1.01 -2.16 2.67  -0.041
O1 0.66 -1.10 2.08  -0.910
C5 0.37 -3.42 2.39  0.530
C6 -0.79 -3.37 1.43  -0.194
N1 -1.89 -2.58 1.98  -0.441
C7 -3.04 -2.56 1.11  -1.068
C8 -2.88 -1.79 -0.20  0.745
C9 -3.54 -2.20 -1.35  -0.786
C10 -3.49 -1.39 -2.48  -0.504
C11 -2.76 -0.22 -2.42  -0.665
C12 -2.10 0.09 -1.24  -0.233
N2 -2.16 -0.67 -0.15  -0.130
C13 0.74 -4.58 3.02  -0.530
H1 3.23 -3.40 5.00  0.337
H2 -1.15 -4.38 1.24  0.424
H3 -0.44 -2.94 0.47  -0.039
H4 -1.53 -1.64 2.12  0.256
H5 -3.88 -2.11 1.65  0.327
H6 -3.34 -3.59 0.88  0.422
H7 -4.10 -3.13 -1.35  0.362
H8 -4.00 -1.68 -3.39  0.381
H9 -2.69 0.46 -3.27  0.462
H10 -1.53 1.00 -1.18  0.658
H11 0.21 -5.50 2.79  0.330
O2 3.68 0.12 -0.39  -0.340
C14 4.48 0.66 0.35  -0.712
C15 4.26 1.77 1.27  1.294
C16 5.34 2.13 2.05  -0.237
C17 5.23 3.12 3.01  -0.609
C18 4.00 3.77 3.22  -0.441
C19 2.92 3.44 2.46  -0.756
C20 2.98 2.44 1.41  0.231
O3 1.99 2.20 0.70  -0.601
N3 6.37 3.48 3.80  0.998
O4 7.44 2.92 3.59  -0.683
O5 6.24 4.35 4.66  -0.696
H12 5.53 0.28 0.37  0.155
H13 6.29 1.62 1.93  0.437
H14 3.93 4.52 4.00  0.492
H15 1.96 3.92 2.63  0.549
N4 -2.52 3.69 -1.64  -0.727
C21 -1.70 4.37 -1.18  0.649
N5 -0.81 5.20 -0.68  0.221
C22 -0.99 6.63 -0.86  -0.694
C23 0.35 7.25 -1.23  -0.486
O6 1.31 6.96 -0.24  -0.477
C24 1.53 5.54 -0.17  -0.248
C25 0.27 4.80 0.22  -0.090
H16 -1.35 7.08 0.07  0.303
H17 -1.73 6.81 -1.64  0.426
H18 0.26 8.34 -1.28  0.370
H19 0.67 6.87 -2.20  0.278
H20 2.31 5.38 0.58  0.151
H21 1.88 5.18 -1.14  0.228
H22 -0.01 5.06 1.25  0.300
H23 0.47 3.73 0.16  -0.177
F1 1.17 -0.25 -5.74  -0.232
C26 0.57 -0.51 -4.58  0.574
F2 -0.49 0.30 -4.46  -0.187
F3 0.11 -1.77 -4.64  -0.253
S1 1.74 -0.37 -3.13  0.946
O7 1.27 -1.39 -2.22  -0.695
O8 3.03 -0.51 -3.73  -0.662
N6 1.43 1.02 -2.45  -0.235
S2 1.73 2.38 -3.21  0.520
O9 1.73 2.26 -4.64  -0.674
O10 0.98 3.43 -2.59  -0.374
C27 3.48 2.82 -2.82  0.621
F4 4.33 1.88 -3.19  -0.223
F5 3.76 3.95 -3.50  -0.265
F6 3.66 3.08 -1.53  -0.124

=====

This record from OMol25 describes the molecule C27H23N3. The level of theory is the ωB97M-V functional and the def2-TZVPD basis.

Spin multiplicity: 1
ΔE to the lowest compared entry with this formula, charge and spin (kJ/mol): 133.0
SMILES string: Cc1c([C@@H](c2ccccc2)[C@@](C)(C#N)c2ccc(C#N)cc2)c2ccccc2n1C
Charge: 0
LUMO (hartree): -0.003

Each line ends with the Mulliken charge.
Atoms and positions in Å:
C1 -3.65 -4.53 1.10  -1.878
C2 -2.70 -5.25 1.95  0.537
C3 -1.88 -4.86 3.01  0.277
C4 -1.83 -3.53 3.65  -0.142
C5 -1.89 -3.70 5.23  0.316
C6 -2.23 -4.89 5.92  -0.209
C7 -2.09 -5.01 7.32  -0.784
C8 -1.70 -3.87 8.07  -0.492
C9 -1.54 -2.65 7.41  -0.782
C10 -1.71 -2.55 6.02  -0.622
C11 -0.97 -2.46 2.89  2.858
C12 -1.04 -1.00 3.46  -2.547
C13 0.41 -2.98 2.94  -0.610
N1 1.46 -3.47 3.11  -0.691
C14 -1.24 -2.22 1.25  -0.127
C15 -2.02 -1.14 0.72  -0.055
C16 -2.14 -0.91 -0.67  -0.971
C17 -1.43 -1.72 -1.57  0.553
C18 -1.54 -1.47 -2.97  -0.126
N2 -1.62 -1.31 -4.14  -0.529
C19 -0.62 -2.74 -1.07  -0.946
C20 -0.52 -2.96 0.33  -0.123
C21 -1.07 -6.00 3.37  0.718
C22 -0.14 -6.26 4.40  0.220
C23 0.33 -7.57 4.54  -1.178
C24 -0.11 -8.60 3.72  -0.442
C25 -1.09 -8.41 2.72  -1.397
C26 -1.53 -7.08 2.61  0.320
N3 -2.50 -6.60 1.73  0.249
C27 -3.12 -7.39 0.69  -0.914
H1 -3.98 -3.61 1.58  0.314
H2 -3.13 -4.31 0.16  0.291
H3 -4.58 -5.08 0.88  0.577
H4 -2.66 -2.85 3.40  0.664
H5 -2.59 -5.78 5.43  0.579
H6 -2.26 -5.95 7.84  0.419
H7 -1.51 -3.97 9.15  0.346
H8 -1.36 -1.68 7.99  0.299
H9 -1.82 -1.54 5.61  0.440
H10 -2.07 -0.66 3.72  0.356
H11 -0.40 -0.98 4.35  0.644
H12 -0.60 -0.32 2.68  0.512
H13 -2.50 -0.41 1.40  0.346
H14 -2.81 -0.12 -1.02  0.425
H15 -0.03 -3.35 -1.77  0.427
H16 0.22 -3.70 0.64  0.384
H17 0.13 -5.49 5.11  0.594
H18 1.08 -7.80 5.31  0.378
H19 0.27 -9.60 3.82  0.403
H20 -1.38 -9.15 1.98  0.249
H21 -2.67 -8.40 0.73  0.297
H22 -4.22 -7.46 0.83  0.274
H23 -2.92 -6.93 -0.30  0.297